No. 1
{
  "formula": "C40H61CsN6O2P",
  "method": "ωB97M-V/def2-TZVPD",
  "relative_energy_kj_mol": 152.4,
  "e_lumo_ev": [2.159, 2.174],
  "charge": -1,
  "species": ["Cs", "C", "C", "C", "C", "C", "C", "C", "C", "C", "C", "C", "C", "N", "C", "C", "N", "C", "C", "C", "C", "C", "C", "C", "C", "C", "C", "C", "C", "H", "H", "H", "H", "H", "H", "H", "H", "H", "H", "H", "H", "H", "H", "H", "H", "H", "H", "H", "H", "H", "H", "H", "H", "H", "H", "H", "H", "H", "H", "H", "H", "H", "H", "H", "H", "N", "C", "C", "C", "C", "N", "C", "N", "N", "C", "O", "O", "H", "H", "H", "H", "H", "H", "H", "H", "H", "H", "H", "H", "H", "H", "C", "P", "C", "C", "C", "C", "C", "C", "C", "H", "H", "H", "H", "H", "H", "H", "H", "H", "H", "H"],
  "xyz": [[-0.4175, 0.1820, -1.4254], [-1.0064, 1.8853, 3.3435], [-0.6474, 2.9887, 2.3480], [0.5382, 2.5766, 1.4726], [-1.8188, 3.4337, 1.4909], [-2.2392, 4.7455, 1.6437], [-3.2474, 5.2835, 0.8699], [-3.8287, 4.4946, -0.1036], [-3.4580, 3.1725, -0.2898], [-4.1570, 2.4188, -1.4093], [-5.1863, 1.4073, -0.8971], [-3.1785, 1.7488, -2.3736], [-2.4545, 2.6116, 0.5336], [-2.0784, 1.2995, 0.3589], [-2.7143, 0.3636, 1.0310], [-2.5568, -1.0049, 0.9041], [-1.6948, -1.6685, 0.1254], [-1.9791, -2.9942, -0.0615], [-0.9462, -3.9592, 0.0171], [-1.2548, -5.3046, -0.0367], [-2.5623, -5.7384, -0.1938], [-3.5575, -4.8018, -0.4078], [-3.2901, -3.4462, -0.3721], [-4.3365, -2.4768, -0.8800], [-5.6442, -2.5012, -0.0873], [-4.5902, -2.7836, -2.3621], [0.4883, -3.4952, 0.1053], [1.3308, -4.2825, 1.1124], [1.1109, -3.5721, -1.2928], [-0.1489, 1.6633, 3.9788], [-1.2845, 0.9773, 2.8163], [-1.8372, 2.1957, 3.9777], [-0.3454, 3.8702, 2.9343], [0.3160, 1.6440, 0.9582], [1.4415, 2.4489, 2.0747], [0.7047, 3.3471, 0.7192], [-1.7652, 5.3632, 2.3956], [-3.5589, 6.3095, 1.0032], [-4.5923, 4.9174, -0.7443], [-4.7129, 3.1690, -1.9902], [-4.7110, 0.6709, -0.2592], [-5.6510, 0.8887, -1.7354], [-5.9675, 1.9065, -0.3278], [-2.7185, 0.8808, -1.9098], [-2.3881, 2.4474, -2.6416], [-3.7160, 1.4334, -3.2711], [-3.4669, 0.6726, 1.7708], [-3.2371, -1.5929, 1.5304], [-0.4655, -6.0400, 0.0492], [-2.7985, -6.7938, -0.1900], [-4.5645, -5.1407, -0.6195], [-3.9277, -1.4656, -0.8209], [-6.0701, -3.5026, -0.0615], [-6.3704, -1.8301, -0.5456], [-5.4778, -2.1757, 0.9382], [-5.1063, -3.7366, -2.4761], [-3.6396, -2.8403, -2.8959], [-5.1987, -2.0031, -2.8197], [0.4728, -2.4455, 0.4136], [1.5304, -5.2964, 0.7652], [0.8209, -4.3431, 2.0731], [2.2880, -3.7840, 1.2631], [1.1557, -4.6091, -1.6264], [2.1201, -3.1605, -1.2925], [0.5054, -3.0110, -2.0015], [3.0739, 1.9794, -1.0796], [2.7312, 2.4161, -2.4265], [2.8356, 3.9337, -2.6090], [4.2916, 4.4009, -2.7249], [4.7066, 4.6542, -4.1842], [4.4600, 3.5617, -5.1102], [5.1710, 2.3539, -5.0193], [6.2490, 2.2545, -4.1045], [4.5162, 1.1432, -5.3098], [1.2996, 1.8986, -2.7057], [0.3501, 2.6312, -2.4030], [1.2156, 0.7424, -3.1713], [2.4071, 2.4004, -0.4416], [3.9949, 2.3341, -0.8355], [3.4058, 1.9024, -3.1132], [2.3343, 4.4098, -1.7645], [2.2774, 4.2291, -3.4980], [4.9569, 3.6486, -2.2957], [4.4355, 5.3294, -2.1675], [5.7699, 4.9138, -4.2244], [4.1354, 5.5067, -4.5651], [3.4619, 3.3824, -5.1866], [6.9044, 3.0176, -4.2141], [6.7207, 1.3668, -4.2214], [3.6291, 1.3229, -5.7662], [4.3243, 0.5733, -4.4819], [1.4896, -0.5654, 5.6698], [1.4953, -0.8305, 3.8224], [-0.0921, -1.7669, 3.6847], [2.6877, -2.2368, 3.7850], [2.6171, -3.3480, 4.6210], [3.5762, -4.3393, 4.5526], [4.6213, -4.2439, 3.6469], [4.7040, -3.1383, 2.8139], [3.7470, -2.1426, 2.8862], [1.1132, -1.4338, 6.2053], [0.8589, 0.2908, 5.9005], [2.5019, -0.3483, 6.0052], [-0.0858, -2.6661, 4.2979], [-0.2549, -2.0386, 2.6449], [-0.9085, -1.1194, 3.9961], [1.8119, -3.4443, 5.3374], [3.5108, -5.1929, 5.2119], [5.3601, -5.0298, 3.5894], [5.5222, -3.0512, 2.1132], [3.8124, -1.2748, 2.2399]],
  "lowdin_charge": [1.549, -0.066, -0.356, -0.071, -0.133, -0.057, -0.101, -0.055, -0.127, -0.355, -0.052, -0.097, -0.189, -0.123, -0.246, -0.232, -0.133, -0.210, -0.148, -0.054, -0.097, -0.064, -0.149, -0.384, -0.060, -0.055, -0.383, -0.063, -0.053, 0.046, 0.044, 0.084, 0.124, 0.027, 0.077, 0.082, 0.102, 0.091, 0.104, 0.123, 0.047, 0.075, 0.079, -0.048, 0.078, 0.083, 0.130, 0.117, 0.104, 0.089, 0.104, 0.098, 0.068, 0.072, 0.071, 0.072, 0.086, 0.071, 0.101, 0.072, 0.076, 0.062, 0.079, 0.081, 0.068, 0.078, -0.336, -0.157, -0.193, -0.233, -0.011, -0.495, 0.075, 0.064, -0.873, -0.141, -0.344, 0.044, 0.064, 0.104, 0.112, 0.110, 0.084, 0.101, 0.100, 0.112, 0.105, 0.070, 0.075, 0.075, 0.075, -0.297, 0.934, -0.276, -0.414, -0.109, -0.093, -0.095, -0.098, -0.128, 0.025, 0.018, 0.032, 0.032, 0.014, 0.030, 0.093, 0.098, 0.096, 0.101, 0.097]
}

=====

No. 2
{
  "formula": "C4H10S2",
  "method": "ωB97M-V/def2-TZVPD",
  "relative_energy_kj_mol": 217.8,
  "e_lumo_ev": 0.393,
  "smiles": "C=CC.CSS",
  "species": ["C", "C", "C", "H", "H", "H", "H", "H", "H", "C", "S", "S", "H", "H", "H", "H"],
  "xyz": [[1.2830, 0.0436, -2.0193], [0.0363, -0.1789, -1.4226], [-0.2676, -1.4118, -0.5601], [1.3293, 1.0250, -2.5886], [2.2310, -0.3125, -1.5850], [-0.8843, 0.4065, -1.6356], [-0.0288, -1.1334, 0.4749], [0.3538, -2.3185, -0.7620], [-1.3152, -1.6190, -0.5766], [0.5512, 0.9608, 1.9207], [-0.9390, 1.6759, 1.0710], [-2.2132, 0.0279, 1.3275], [1.2428, 0.5597, 1.1517], [1.0866, 1.8105, 2.4082], [0.2693, 0.2851, 2.7579], [-2.7352, 0.1791, 0.0379]],
  "lowdin_charge": [-0.027, -0.265, -0.188, 0.057, 0.052, 0.071, 0.004, 0.089, 0.014, -0.465, 0.382, 0.325, 0.020, 0.033, 0.039, -0.139]
}